1.
C3H8N3O | wB97M-V/def2-TZVPD

XYZ file:
```
15
Properties=species:S:1:pos:R:3:nbo_charge:R:1
C -1.83 -0.47 0.03 -0.186
C 0.58 0.38 -0.04 0.713
C 1.63 0.04 0.89 -0.714
N -1.68 0.82 0.11 -0.090
N -0.74 -1.19 -0.01 -0.413
N 0.83 0.41 -1.35 -0.709
O -0.44 1.16 0.45 -0.313
H -2.75 -0.95 -0.06 0.225
H 1.17 -0.43 1.66 0.260
H 2.17 0.82 1.35 0.285
H 2.45 -0.65 0.53 0.269
H -2.37 1.58 -0.14 0.454
H -0.71 -2.21 0.28 0.403
H 0.11 0.64 -1.93 0.400
H 1.57 0.06 -1.78 0.416
```

Calculated values
- HOMO level (alpha / beta) (eV) = -9.7 / -14.9
- net charge = +1
- frontier orbital gap (alpha / beta) (eV) = 6.06 / 7.76
- multiplicity = 3



2.
C4H11NO | wB97M-V/def2-TZVPD

XYZ file:
```
17
Properties=species:S:1:pos:R:3:nbo_charge:R:1
C 2.31 0.38 0.25 -0.442
N 1.49 -0.72 -0.34 -0.610
C 0.17 -0.19 -0.79 -0.251
C -0.85 0.10 0.32 0.069
C -2.24 0.19 -0.36 -0.639
O -0.68 -1.00 1.20 -0.738
H 3.37 0.06 0.14 0.197
H 2.29 1.29 -0.33 0.187
H 2.13 0.58 1.33 0.174
H 1.30 -1.25 0.50 0.368
H -0.14 -1.05 -1.43 0.204
H 0.42 0.64 -1.47 0.200
H -0.70 1.04 0.86 0.163
H -3.08 0.22 0.31 0.213
H -2.32 -0.48 -1.22 0.216
H -2.25 1.12 -0.94 0.213
H -1.21 -0.92 1.98 0.476
```

Calculated values
- HOMO level (eV) = -8.9
- frontier orbital gap (eV) = 9.72
- structure (SMILES) = CNC[C@@H](C)O



3.
C22H23N3O3S | wB97M-V/def2-TZVPD

XYZ file:
```
52
Properties=species:S:1:pos:R:3:nbo_charge:R:1
C -3.45 -2.06 -1.83 -0.751
H -2.39 -2.21 -2.03 0.257
H -3.85 -2.81 -1.16 0.216
H -4.00 -2.08 -2.77 0.238
S -3.75 -0.40 -1.16 0.247
C -2.82 -0.34 0.34 -0.239
C -2.08 -1.43 0.78 -0.172
C -1.41 -1.40 1.99 -0.240
C -1.48 -0.28 2.79 -0.229
C -2.19 0.82 2.35 -0.240
C -2.86 0.82 1.13 0.269
O -3.55 1.97 0.84 -0.502
C -3.34 2.58 -0.43 -0.123
C -1.91 2.49 -0.83 0.295
C -0.76 2.84 -0.18 -0.335
C 0.27 2.34 -1.02 0.053
N -0.26 1.76 -2.08 -0.106
O -1.59 1.85 -1.96 -0.250
C 1.75 2.39 -0.86 0.651
O 2.45 3.04 -1.61 -0.593
N 2.24 1.65 0.16 -0.435
C 1.42 0.91 1.09 -0.231
H 0.52 0.54 0.59 0.232
C 2.19 -0.29 1.66 -0.394
H 1.49 -0.96 2.14 0.228
H 2.91 0.04 2.41 0.207
C 2.95 -1.01 0.53 -0.245
C 1.92 -1.57 -0.42 0.042
C 1.45 -0.91 -1.55 -0.276
C 0.40 -1.46 -2.27 0.063
N -0.18 -2.61 -1.95 -0.453
C 0.29 -3.27 -0.90 0.032
C 1.32 -2.80 -0.11 -0.265
H 1.65 -3.37 0.75 0.214
H -0.19 -4.21 -0.69 0.191
H 0.00 -0.95 -3.13 0.207
H 1.87 0.03 -1.88 0.230
C 3.97 -0.05 -0.10 -0.410
C 3.66 1.42 0.24 -0.230
H 4.14 2.09 -0.48 0.256
H 4.01 1.67 1.24 0.190
H 3.98 -0.18 -1.18 0.218
H 4.97 -0.28 0.27 0.219
H 3.48 -1.86 0.97 0.221
H 1.10 1.56 1.92 0.199
H -0.66 3.37 0.74 0.242
H -3.96 2.12 -1.21 0.215
H -3.65 3.62 -0.29 0.217
H -2.26 1.72 2.95 0.225
H -0.97 -0.25 3.75 0.216
H -0.86 -2.27 2.30 0.214
H -2.03 -2.32 0.18 0.215
```

Calculated values
- HOMO level (eV) = -8.1
- frontier orbital gap (eV) = 8.63
- structure (SMILES) = CSc1ccccc1OCc1cc(C(=O)N2CCC(c3ccncc3)CC2)no1



4.
C3H14O4 | wB97M-V/def2-TZVPD

XYZ file:
```
21
Properties=species:S:1:pos:R:3:nbo_charge:R:1
C -0.50 -0.84 3.12 -0.662
C -1.08 -0.87 1.74 -0.234
C -2.05 -1.80 1.46 -0.366
H 0.57 -0.67 3.31 0.234
H -1.04 -0.07 3.75 0.223
H -0.83 -1.80 3.58 0.214
H -0.42 -0.65 0.95 0.204
H -2.10 -2.40 0.52 0.199
H -2.73 -2.22 2.24 0.188
H -2.09 1.02 0.98 0.471
H -1.72 1.97 -0.12 0.471
O -2.29 1.90 0.66 -0.944
H 3.70 3.71 -3.84 0.467
H 2.39 3.75 -3.09 0.472
O 3.30 3.44 -3.02 -0.939
H 0.51 -0.10 -1.88 0.469
H 1.70 0.81 -1.70 0.478
O 0.78 0.74 -1.44 -0.954
H 1.99 -2.31 -2.44 0.478
H 0.65 -1.88 -2.03 0.459
O 1.27 -1.73 -2.76 -0.929
```

Calculated values
- HOMO level (eV) = -9.5
- frontier orbital gap (eV) = 9.82
- structure (SMILES) = C=CC.O.O.O.O



5.
C2H11N2O2 | wB97M-V/def2-TZVPD

XYZ file:
```
17
Properties=species:S:1:pos:R:3:nbo_charge:R:1
C -1.29 -0.57 0.95 -0.451
N 1.23 1.43 -0.74 -0.734
C 0.04 1.26 -0.15 0.410
N -0.03 0.10 0.57 -0.538
H -1.51 -1.55 0.35 0.252
H -2.25 0.12 0.85 0.229
H -1.28 -0.75 2.12 0.226
H 1.95 0.70 -0.50 0.445
H 1.42 2.22 -1.38 0.440
H -0.80 1.96 -0.24 0.253
H 0.68 -0.59 0.47 0.432
H -2.97 -1.23 -1.20 0.495
H -2.00 -1.16 -2.56 0.502
O -2.19 -0.82 -1.65 -0.990
H 3.60 -0.23 0.51 0.506
H 2.72 -0.47 1.74 0.487
O 2.67 -0.42 0.86 -0.963
```

Calculated values
- HOMO level (eV) = -14.3
- net charge = +1
- frontier orbital gap (eV) = 10.90



6.
C4HNO | wB97M-V/def2-TZVPD

XYZ file:
```
7
Properties=species:S:1:pos:R:3:nbo_charge:R:1
C -1.46 -0.77 0.57 0.362
C -0.29 -0.19 -0.10 0.006
C 0.73 0.36 -0.50 -0.071
C 1.90 1.02 -0.85 0.202
H -1.31 -1.07 1.59 0.144
N 2.89 1.57 -0.71 -0.206
O -2.46 -0.93 0.00 -0.438
```

Calculated values
- HOMO level (eV) = -11.3
- frontier orbital gap (eV) = 10.28
- structure (SMILES) = N#CC#CC=O



Max |F| (eV/A)
6.21 2.24 1.20 3.83 7.45 3.33